{"formula": "C5H9BrN", "method": "ωB97M-V with the def2-TZVPD basis set", "e_above_lowest_kj_mol": 483.25, "homo_energy_ha": [-0.5368, -0.4919], "total_charge": 1, "species": ["Br", "N", "C", "C", "C", "C", "C", "H", "H", "H", "H", "H", "H", "H", "H", "H"], "coordinates": [[2.87251, 0.16317, -0.03963], [0.27680, 0.96297, 0.09938], [1.08997, -0.13520, -0.43141], [-0.95867, 0.61727, -0.56294], [-0.93342, -0.60894, 0.34121], [0.27821, -1.36087, -0.05935], [-0.29023, 0.39880, 1.37686], [0.83129, 0.38793, -3.10946], [0.60811, 0.11987, 2.02159], [0.75881, -1.81933, 0.79787], [-1.04645, 1.04834, 1.93478], [-1.79658, -1.32498, 0.60808], [-0.66983, 0.41864, -1.55835], [0.66789, 1.93868, 0.02536], [0.09443, -2.12777, -0.81015], [-1.78283, 1.32142, -0.63385]], "atomic_forces_ev_per_a": [[0.313, -0.365, -0.161], [0.437, 2.840, 0.402], [1.807, -0.037, 0.100], [-1.914, -0.562, -1.948], [-2.493, -1.239, 2.649], [1.149, -0.068, -0.742], [0.150, -0.081, 1.959], [0.098, -0.064, 0.194], [-1.594, -0.015, -0.449], [-0.014, -0.394, 0.114], [1.253, -0.554, -1.103], [1.060, 1.784, -0.413], [-0.373, -0.399, -1.451], [-0.272, -1.287, 0.128], [0.322, 0.284, -0.320], [0.071, 0.157, 1.042]]}

---

{"formula": "C5H8O", "method": "ωB97M-V with the def2-TZVPD basis set", "e_above_lowest_kj_mol": 373.83, "homo_energy_ha": -0.3078, "total_charge": 0, "species": ["O", "C", "C", "C", "C", "C", "H", "H", "H", "H", "H", "H", "H", "H"], "coordinates": [[-0.00052, 0.96649, -2.45366], [0.50028, -0.69420, -0.25667], [1.20872, -0.24301, 1.01812], [0.25050, 0.79545, -1.28670], [-1.65314, 0.13828, 0.49622], [-0.92809, -0.48144, -0.47090], [1.02800, -0.87747, 1.89893], [0.90774, -1.64694, -0.62889], [0.42240, 1.63661, -0.59645], [-2.24664, 1.03500, 0.39825], [0.89258, 0.76586, 1.31186], [-1.25355, -0.78673, -1.46221], [-1.45595, -0.20340, 1.50380], [2.29457, -0.24384, 0.85991]], "atomic_forces_ev_per_a": [[0.488, -0.676, 1.141], [-0.044, 0.408, -0.518], [-0.106, 0.056, -0.190], [1.425, -0.229, -0.511], [0.167, 0.146, 0.151], [-0.878, -0.947, 0.856], [-0.186, -0.005, -0.400], [0.124, 0.758, -0.636], [-0.078, -0.153, 0.280], [-1.089, -0.655, -0.419], [0.026, -0.126, -0.083], [-0.242, 0.596, 0.071], [0.630, 0.807, 0.308], [-0.237, 0.020, -0.051]]}

---

{"formula": "C3H5N2", "method": "ωB97M-V with the def2-TZVPD basis set", "e_above_lowest_kj_mol": 350.30, "homo_energy_ha": -0.5702, "total_charge": 1, "species": ["N", "N", "C", "C", "C", "H", "H", "H", "H", "H"], "coordinates": [[-1.30595, 0.91880, -0.54198], [1.45175, -0.20712, -0.75098], [-1.19336, 1.08803, 0.68810], [-0.86669, -0.34774, 0.20942], [0.55036, -0.65476, 0.03106], [0.82027, -1.50827, 0.60509], [-1.60873, -1.12537, 0.17028], [1.05419, 0.60902, -1.28108], [2.48908, -0.48431, -0.58713], [-1.39092, 1.71172, 1.45722]], "atomic_forces_ev_per_a": [[0.183, 0.661, 1.004], [0.318, 1.728, 0.231], [0.266, -3.670, -4.211], [0.696, 2.782, -0.713], [-1.030, -2.468, 1.079], [0.567, -0.703, 0.596], [0.161, -0.432, 0.578], [1.674, -0.659, -0.074], [-2.399, 0.872, -0.950], [-0.436, 1.889, 2.459]]}

---

Number 1: energy -76850.306 eV. Number 2: energy -7358.381 eV. Number 3: energy -6162.262 eV.